[1]
{"formula": "C28H57Cl19O4S", "method": "ωB97M-V with the def2-TZVPD basis set", "symbols": ["C", "C", "O", "C", "C", "C", "C", "C", "O", "S", "O", "O", "C", "C", "C", "Cl", "H", "H", "H", "H", "H", "H", "H", "H", "H", "H", "H", "H", "H", "H", "H", "H", "H", "H", "H", "H", "H", "Cl", "C", "C", "Cl", "H", "H", "H", "H", "Cl", "C", "C", "Cl", "H", "H", "H", "H", "Cl", "C", "C", "Cl", "H", "H", "H", "H", "Cl", "C", "C", "Cl", "H", "H", "H", "H", "Cl", "C", "C", "Cl", "H", "H", "H", "H", "Cl", "C", "C", "Cl", "H", "H", "H", "H", "Cl", "C", "C", "Cl", "H", "H", "H", "H", "Cl", "C", "C", "Cl", "H", "H", "H", "H", "Cl", "C", "C", "Cl", "H", "H", "H", "H"], "xyz": [[1.976, 4.075, 2.486], [1.758, 3.707, 3.949], [0.784, 4.523, 4.570], [-0.544, 4.149, 4.255], [-0.979, 2.870, 4.995], [-1.343, 1.709, 4.078], [-2.576, 1.967, 3.191], [-2.237, 2.145, 1.710], [-3.272, 1.660, 0.832], [-3.092, 0.181, 0.250], [-3.165, -0.724, 1.381], [-1.502, 0.220, -0.179], [-1.016, -1.095, -0.429], [0.293, -0.996, -1.172], [0.845, -2.377, -1.495], [0.083, -0.041, -2.665], [1.046, 4.279, 1.963], [2.530, 5.012, 2.473], [2.576, 3.333, 1.967], [2.694, 3.917, 4.463], [1.573, 2.638, 4.088], [-0.726, 4.092, 3.179], [-1.159, 4.966, 4.623], [-1.813, 3.098, 5.652], [-0.133, 2.560, 5.607], [-1.605, 0.873, 4.727], [-0.488, 1.352, 3.504], [-3.098, 2.848, 3.558], [-3.256, 1.125, 3.272], [-1.256, 1.735, 1.489], [-2.165, 3.211, 1.507], [-0.821, -1.614, 0.508], [-1.725, -1.671, -1.030], [1.004, -0.510, -0.509], [1.915, -2.342, -1.329], [0.432, -3.145, -0.843], [0.718, -2.641, -2.540], [-4.277, 4.308, -2.513], [-4.372, 3.095, -3.820], [-4.956, 1.794, -3.340], [-3.880, 0.936, -2.189], [-3.370, 2.956, -4.219], [-5.003, 3.517, -4.601], [-5.111, 1.126, -4.188], [-5.909, 1.943, -2.841], [3.481, -2.555, 0.706], [5.193, -2.130, 0.441], [5.338, -0.729, -0.085], [4.704, -0.571, -1.751], [5.618, -2.864, -0.236], [5.698, -2.217, 1.403], [6.394, -0.459, -0.108], [4.817, -0.010, 0.539], [2.797, 2.755, -7.010], [1.715, 3.292, -5.697], [1.093, 2.136, -4.961], [-0.077, 1.244, -5.972], [0.959, 3.940, -6.133], [2.320, 3.879, -5.008], [0.546, 2.505, -4.095], [1.843, 1.430, -4.617], [-8.164, 2.285, -2.608], [-9.391, 3.567, -2.811], [-9.122, 4.412, -4.028], [-7.654, 5.402, -3.844], [-9.403, 4.161, -1.902], [-10.355, 3.073, -2.913], [-9.954, 5.096, -4.187], [-9.003, 3.799, -4.918], [8.237, 0.223, 1.104], [9.146, 0.436, -0.419], [10.275, -0.551, -0.556], [11.577, -0.247, 0.621], [9.504, 1.461, -0.448], [8.435, 0.295, -1.234], [10.714, -0.465, -1.548], [9.929, -1.572, -0.418], [-0.680, -8.438, 0.028], [-1.425, -6.959, 0.690], [-1.020, -5.730, -0.079], [0.708, -5.342, 0.148], [-1.145, -6.883, 1.737], [-2.504, -7.088, 0.627], [-1.588, -4.871, 0.275], [-1.198, -5.846, -1.144], [5.854, 2.012, 2.276], [6.028, 1.035, 3.756], [4.734, 0.371, 4.152], [3.515, 1.547, 4.702], [6.403, 1.684, 4.542], [6.780, 0.273, 3.549], [4.914, -0.312, 4.980], [4.305, -0.193, 3.326], [5.155, -8.938, 0.770], [3.853, -7.723, 0.667], [4.068, -6.750, -0.460], [5.462, -5.672, -0.173], [3.795, -7.213, 1.626], [2.922, -8.264, 0.504], [3.194, -6.113, -0.561], [4.234, -7.262, -1.404], [-7.198, -1.900, -2.309], [-8.217, -1.076, -1.099], [-9.000, -2.048, -0.257], [-10.265, -2.886, -1.194], [-8.870, -0.387, -1.626], [-7.546, -0.499, -0.464], [-9.503, -1.510, 0.545], [-8.354, -2.802, 0.184]], "mulliken_charge": [-0.9911, 0.1745, -0.5081, -0.1313, -1.0338, -0.5975, -0.4184, -0.6344, -0.3230, 0.6877, -0.7256, -0.1326, -1.0293, 0.5457, -0.8209, -0.1207, 0.3424, 0.3029, 0.2026, 0.5293, -0.2797, 0.0350, 0.3089, 0.4041, 0.4325, 0.3263, 0.3918, 0.3301, 0.4054, 0.4740, 0.2742, 0.3997, 0.4704, 0.1699, 0.2478, -0.2445, 0.4425, -0.2028, -0.4092, 0.1262, -0.0715, 0.3387, 0.3114, 0.3522, -0.3630, -0.1320, -0.5909, 0.7646, -0.2005, 0.3478, 0.3645, -0.6224, 0.0744, -0.1986, -0.4802, -0.3833, -0.1803, 0.3333, 0.3264, 0.2597, 0.3323, -0.1285, -0.5445, -0.4901, -0.1571, 0.3284, 0.3144, 0.3356, 0.3138, -0.1379, -0.5616, -0.4199, -0.1844, 0.3665, 0.2674, 0.3329, 0.2974, -0.1894, -0.5249, -0.4205, -0.1536, 0.3191, 0.3702, 0.2598, 0.3025, -0.1420, -0.4128, -0.3134, -0.1384, 0.3994, 0.2684, 0.3661, 0.0423, -0.1971, -0.3236, 0.1018, -0.1940, 0.3135, 0.1893, -0.2284, 0.3762, -0.1933, -0.3055, -0.4422, -0.1961, 0.2238, 0.2603, 0.3157, 0.3305], "e_lumo_ha": 0.0113, "molar_mass_da": 1163.43, "homo_lumo_gap_ev": 9.6, "total_charge": 0}

=====

[2]
{"formula": "C28H57F5N4O3OsP3", "method": "ωB97M-V with the def2-TZVPD basis set", "symbols": ["Os", "C", "N", "C", "P", "O", "O", "P", "O", "N", "C", "C", "N", "C", "C", "N", "C", "C", "H", "H", "H", "H", "H", "H", "H", "H", "H", "H", "H", "H", "H", "H", "H", "H", "H", "H", "H", "H", "H", "H", "H", "H", "F", "C", "F", "C", "F", "F", "F", "C", "C", "C", "C", "C", "C", "P", "C", "C", "C", "C", "C", "C", "C", "C", "C", "C", "C", "C", "H", "H", "H", "H", "H", "H", "H", "H", "H", "H", "H", "H", "H", "H", "H", "H", "H", "H", "H", "H", "H", "H", "H", "H", "H", "H", "H", "H", "H", "H", "H", "H", "H"], "xyz": [[-0.389, 0.337, -0.317], [-2.057, -2.177, -3.900], [-1.971, -3.051, -2.709], [-2.772, -4.280, -2.785], [-0.805, -2.843, -1.632], [-0.349, -1.419, -1.487], [-1.532, -3.194, -0.118], [-2.208, -2.287, 0.954], [-1.853, -0.850, 0.968], [-1.985, -3.054, 2.386], [-2.181, -2.312, 3.641], [-1.875, -4.508, 2.527], [-3.879, -2.476, 0.764], [-4.472, -3.763, 0.439], [-4.804, -1.444, 1.216], [0.399, -3.894, -1.728], [1.499, -3.856, -0.755], [0.397, -5.043, -2.653], [-1.761, -2.734, -4.788], [-1.410, -1.312, -3.782], [-3.086, -1.838, -4.009], [-2.510, -4.853, -3.674], [-3.828, -4.016, -2.841], [-2.600, -4.910, -1.913], [-3.076, -2.672, 4.152], [-2.266, -1.247, 3.442], [-1.321, -2.490, 4.287], [-1.626, -4.969, 1.576], [-2.809, -4.923, 2.914], [-1.086, -4.726, 3.248], [-3.735, -4.433, 0.006], [-5.289, -3.601, -0.266], [-4.901, -4.214, 1.340], [-4.272, -0.529, 1.447], [-5.363, -1.807, 2.084], [-5.522, -1.260, 0.412], [1.386, -2.995, -0.094], [2.447, -3.763, -1.282], [1.505, -4.768, -0.157], [-0.137, -4.793, -3.566], [-0.040, -5.927, -2.188], [1.430, -5.259, -2.918], [-1.370, 1.113, -2.767], [-1.702, 1.434, -1.481], [-1.623, 2.776, -1.349], [-3.181, 1.046, -1.284], [-3.555, 1.338, -0.035], [-3.982, 1.651, -2.127], [-3.321, -0.291, -1.447], [4.181, -0.449, 2.100], [4.084, -0.655, 0.593], [3.353, 0.518, -0.086], [2.407, 1.240, 0.892], [1.740, 0.191, 1.793], [2.780, -0.469, 2.721], [1.080, 2.158, 0.018], [0.354, 3.453, 1.098], [-0.791, 2.929, 1.986], [-1.123, 3.978, 3.045], [0.046, 4.155, 4.027], [1.392, 3.795, 3.386], [1.421, 4.220, 1.922], [1.623, 2.970, -1.521], [2.812, 3.939, -1.296], [3.530, 4.221, -2.625], [2.545, 4.256, -3.787], [1.863, 2.888, -3.987], [1.902, 2.042, -2.708], [4.678, 0.501, 2.311], [4.800, -1.219, 2.558], [3.549, -1.593, 0.406], [5.069, -0.778, 0.146], [2.786, 0.146, -0.948], [4.074, 1.233, -0.485], [2.973, 1.939, 1.513], [1.298, -0.597, 1.129], [0.918, 0.600, 2.385], [2.475, -1.496, 2.935], [2.781, 0.060, 3.675], [-0.092, 4.145, 0.375], [-0.516, 1.997, 2.493], [-1.668, 2.713, 1.366], [-2.033, 3.700, 3.577], [-1.344, 4.920, 2.536], [-0.110, 3.543, 4.917], [0.073, 5.190, 4.368], [1.574, 2.715, 3.455], [2.208, 4.269, 3.930], [2.420, 4.096, 1.500], [1.205, 5.288, 1.850], [0.738, 3.564, -1.779], [3.523, 3.526, -0.575], [2.436, 4.871, -0.871], [4.289, 3.456, -2.810], [4.066, 5.166, -2.544], [3.056, 4.551, -4.702], [1.795, 5.028, -3.598], [2.342, 2.332, -4.794], [0.821, 3.035, -4.283], [2.884, 1.582, -2.590], [1.174, 1.224, -2.774]], "mulliken_spin": [2.5394, 0.0001, 0.0004, 0.0012, 0.0979, 0.0280, -0.0104, 0.0761, 0.1294, 0.3588, -0.0195, -0.0194, 0.6025, -0.0214, -0.0262, 0.0049, -0.0028, 0.0008, 0.0000, -0.0012, -0.0002, 0.0003, -0.0008, 0.0007, 0.0121, 0.0035, 0.0156, 0.0041, 0.0160, 0.0158, 0.0033, 0.0256, 0.0284, 0.0037, 0.0264, 0.0346, -0.0025, 0.0000, -0.0001, 0.0001, 0.0001, -0.0001, -0.0078, 0.0994, 0.0030, 0.0197, -0.0041, -0.0032, 0.0050, -0.0002, 0.0050, 0.0211, -0.1651, 0.0932, 0.0119, 0.0874, -0.1005, 0.1064, 0.0043, -0.0003, 0.0040, -0.0055, -0.0406, 0.0032, 0.0016, 0.0012, 0.0024, 0.0591, -0.0002, 0.0004, -0.0011, 0.0003, -0.0116, -0.0031, 0.0023, -0.0275, -0.0119, -0.0010, 0.0006, 0.0051, -0.0275, -0.0138, 0.0000, 0.0011, -0.0002, 0.0004, 0.0011, -0.0002, 0.0001, 0.0005, 0.0073, 0.0002, -0.0005, -0.0001, 0.0002, 0.0000, -0.0005, 0.0009, -0.0003, 0.0115, -0.0582], "e_lumo_ha": [-0.3123, -0.4419], "molar_mass_da": 875.93, "homo_lumo_gap_ev": [8.5, 5.0], "e_above_lowest_kcal_mol": 0.0, "total_charge": 3, "s2": 6.03, "spin_multiplicity": 5}